# 1
This record from the Open Molecules 2025 dataset describes a 2-piece molecular cluster, C8H18S overall. The level of theory is ωB97M-V/def2-TZVPD.

Kohn-Sham gap (alpha / beta) ... 5.403 / 6.978 eV
E_LUMO (alpha / beta) ... 0.03414 / -0.05488 hartree
Net charge ... 0
E_HOMO (alpha / beta) ... -4.474 / -8.471 eV
2S+1 ... 3
Electronic energy ... -19416.22417 eV

Atoms and positions in Å:
C: -0.422 0.899 -0.582
C: -1.206 0.158 0.213
C: 0.433 2.077 -0.111
C: -1.151 0.399 1.750
C: -3.561 -0.713 -0.105
C: 3.857 0.377 -0.583
C: 2.140 -1.674 -0.234
C: -2.067 -0.975 -0.091
S: 2.872 -0.321 0.721
H: -0.370 0.676 -1.587
H: -0.110 2.882 -0.443
H: 0.642 1.898 0.954
H: 1.388 2.054 -0.704
H: -1.981 -0.088 2.263
H: -0.127 0.134 2.255
H: -1.418 1.349 2.129
H: -4.026 -1.026 0.755
H: -4.101 -1.060 -0.938
H: -3.656 0.373 -0.218
H: 3.182 0.642 -1.445
H: 4.536 1.096 -0.241
H: 4.648 -0.433 -1.063
H: 1.511 -1.168 -0.975
H: 2.852 -2.407 -0.531
H: 1.413 -2.311 0.441
H: -1.724 -1.764 0.776
H: -1.623 -1.315 -0.957



# 2
This record from the Open Molecules 2025 dataset describes C34H50BiP2 as an isolated structure. The level of theory is ωB97M-V/def2-TZVPD.

Kohn-Sham gap (alpha / beta) ... 3.536 / 3.345 eV
E_LUMO (alpha / beta) ... -0.17005 / -0.16993 hartree
Net charge ... +1
E_HOMO (alpha / beta) ... -8.163 / -7.969 eV
2S+1 ... 1
Relative energy (zero: lowest compared OMol25 entry of this formula, charge and spin) ... 0.0 kJ/mol
Electronic energy ... -60475.77120 eV

Atoms and positions in Å:
Bi: -0.322 0.379 1.484
C: -0.213 -3.288 2.598
C: 1.132 -3.384 2.148
C: 1.079 -1.927 3.923
C: -0.239 -2.404 3.713
C: 1.923 -2.526 2.949
C: -1.390 -3.977 2.035
H: -1.156 -4.446 1.074
H: -2.225 -3.280 1.882
H: -1.737 -4.765 2.718
C: -1.426 -2.016 4.502
H: -2.237 -2.735 4.332
H: -1.807 -1.018 4.233
H: -1.197 -1.997 5.575
C: 1.479 -0.920 4.923
H: 0.952 -1.063 5.871
H: 1.270 0.105 4.580
H: 2.558 -0.985 5.108
C: 3.379 -2.316 2.837
H: 3.909 -2.831 3.650
H: 3.628 -1.250 2.900
H: 3.768 -2.698 1.890
C: 1.646 -4.264 1.079
H: 2.070 -5.185 1.502
H: 2.442 -3.772 0.512
H: 0.856 -4.549 0.382
C: -1.695 0.172 -5.214
C: -1.576 -1.160 -5.306
C: -0.703 -1.877 -6.295
C: 0.673 -1.236 -6.616
C: 1.444 -0.690 -5.451
C: 1.353 0.557 -4.974
C: 0.428 1.634 -5.462
C: -0.931 1.167 -6.040
H: -1.234 -1.988 -7.257
H: 0.547 -0.474 -7.397
H: -0.531 -2.901 -5.929
H: -0.779 0.809 -7.067
H: -2.471 0.604 -4.567
H: -2.251 -1.808 -4.729
H: -1.561 2.068 -6.119
H: 0.236 2.325 -4.626
H: 2.063 0.873 -4.198
H: 0.938 2.236 -6.235
H: 1.293 -2.033 -7.057
H: 2.182 -1.380 -5.019
P: -0.904 -0.381 -1.099
P: 1.904 0.968 -0.041
C: 0.055 0.771 -2.216
C: 1.241 1.609 -1.652
H: -0.685 1.441 -2.700
H: 0.431 0.098 -3.012
H: 2.067 1.612 -2.393
H: 0.935 2.667 -1.543
C: 2.890 2.262 0.803
H: 3.584 1.771 1.502
H: 2.250 2.943 1.374
H: 3.472 2.823 0.056
C: 3.312 -0.061 -0.628
H: 3.899 0.542 -1.337
H: 2.971 -0.973 -1.124
H: 3.954 -0.331 0.218
C: -2.663 -0.101 -1.508
H: -3.247 -0.842 -0.948
H: -2.822 -0.260 -2.586
H: -3.010 0.896 -1.224
C: -0.791 -2.018 -1.952
H: 0.196 -2.478 -1.866
H: -1.043 -1.901 -3.020
H: -1.530 -2.682 -1.491
C: -2.081 3.996 6.240
C: -1.572 2.679 6.163
C: -1.305 2.075 4.933
C: -1.557 2.771 3.718
C: -1.336 2.266 2.378
C: -1.687 3.026 1.266
C: -2.094 4.383 1.406
C: -2.291 4.903 2.661
C: -2.063 4.124 3.819
C: -2.306 4.700 5.075
H: -2.288 4.456 7.209
H: -1.391 2.139 7.097
H: -0.891 1.058 4.929
H: -1.639 2.639 0.235
H: -2.241 4.975 0.504
H: -2.616 5.932 2.796
H: -2.669 5.723 5.115



# 3
This record from the Open Molecules 2025 dataset describes a 8-piece molecular cluster, C24H28N8O4 overall. The level of theory is ωB97M-V/def2-TZVPD.

Kohn-Sham gap ... 8.727 eV
E_LUMO ... -0.03621 hartree
Net charge ... 0
E_HOMO ... -9.712 eV
2S+1 ... 1
Relative energy (zero: lowest compared OMol25 entry of this formula, charge and spin) ... 79.1 kJ/mol
Electronic energy ... -45444.83336 eV

Atoms and positions in Å:
O: -1.245 -2.486 0.078
N: -1.857 -2.437 -0.961
O: -2.706 -1.610 -1.230
C: -1.511 -3.351 -2.057
C: -0.556 -4.342 -1.841
C: -0.251 -5.227 -2.885
C: -0.766 -5.059 -4.162
C: -1.720 -4.066 -4.315
C: -2.177 -3.277 -3.280
H: 0.007 -4.450 -0.927
H: 0.477 -5.994 -2.653
H: -0.610 -5.801 -4.931
H: -2.366 -4.102 -5.188
H: -3.047 -2.652 -3.405
O: 0.244 4.995 7.131
N: 0.680 5.105 6.023
O: 1.572 5.848 5.700
C: 0.062 4.314 4.950
C: -0.460 3.075 5.290
C: -1.130 2.367 4.299
C: -1.291 2.926 3.042
C: -0.683 4.143 2.692
C: 0.061 4.800 3.656
H: -0.466 2.752 6.321
H: -1.545 1.393 4.521
H: -1.872 2.399 2.295
H: -0.817 4.452 1.666
H: 0.574 5.738 3.491
C: -0.243 0.532 0.341
C: -1.147 1.324 -0.511
N: -1.844 1.958 -1.167
H: 0.336 -0.151 -0.277
H: -0.865 0.150 1.145
H: 0.518 1.224 0.713
C: 3.614 -1.494 -0.716
C: 4.253 -1.972 0.510
N: 4.692 -2.424 1.472
H: 2.911 -0.698 -0.452
H: 2.966 -2.252 -1.154
H: 4.285 -1.100 -1.473
C: 2.262 -0.865 -4.933
C: 1.368 -0.877 -3.762
N: 0.637 -0.875 -2.877
H: 3.278 -0.938 -4.545
H: 2.126 0.118 -5.377
H: 2.007 -1.813 -5.406
C: 3.140 2.192 -1.815
C: 2.876 2.435 -0.387
N: 2.686 2.630 0.728
H: 2.546 1.278 -1.917
H: 4.188 2.118 -2.083
H: 2.691 2.957 -2.445
C: -4.976 0.954 -0.920
C: -6.438 1.030 -0.976
N: -7.576 1.074 -1.075
H: -4.688 1.134 0.115
H: -4.616 1.854 -1.425
H: -4.581 0.066 -1.395
C: 1.586 -1.622 2.828
C: 0.357 -1.318 3.589
N: -0.574 -1.142 4.234
H: 2.133 -0.677 2.873
H: 1.330 -1.913 1.815
H: 2.157 -2.348 3.400



# 4
This record from the Open Molecules 2025 dataset describes an isolated ion of composition C10H10N5 and charge +1. The level of theory is ωB97M-V/def2-TZVPD.

Kohn-Sham gap (alpha / beta) ... 6.875 / 6.877 eV
E_LUMO (alpha / beta) ... -0.17229 / -0.17222 hartree
Net charge ... +1
E_HOMO (alpha / beta) ... -11.564 / -11.564 eV
2S+1 ... 1
Relative energy (zero: lowest compared OMol25 entry of this formula, charge and spin) ... 0.0 kJ/mol
Electronic energy ... -17972.62591 eV

Atoms and positions in Å:
C: -2.814 0.663 -1.849
C: -2.706 0.653 -0.537
C: -1.462 0.406 0.049
N: -1.340 0.913 1.241
N: -0.228 0.741 1.968
C: 1.023 0.107 1.700
N: 2.036 0.548 2.425
C: 3.118 -0.242 2.282
N: 2.876 -1.204 1.431
C: 1.564 -0.994 1.021
N: 1.137 -1.783 -0.041
C: 0.164 -1.478 -0.913
C: -0.327 -0.082 -0.812
C: -0.488 0.162 -2.300
C: -1.713 0.443 -2.774
H: -3.762 0.822 -2.419
H: -3.474 0.957 0.191
H: -0.124 1.647 2.574
H: 1.849 1.344 2.998
H: 4.095 -0.023 2.778
H: 1.680 -2.603 -0.154
H: -0.132 -2.082 -1.642
H: 0.473 0.566 -0.461
H: 0.433 -0.074 -2.892
H: -1.878 0.596 -3.866



# 5
This record from the Open Molecules 2025 dataset describes a 5-piece molecular cluster, C45H60B2F8N2O17S overall. The level of theory is ωB97M-V/def2-TZVPD.

Kohn-Sham gap ... 8.155 eV
E_LUMO ... 0.00715 hartree
Net charge ... 0
E_HOMO ... -7.961 eV
2S+1 ... 1
Electronic energy ... -119353.99017 eV

Atoms and positions in Å:
C: 1.208 3.941 4.436
C: -0.069 4.824 4.762
C: -0.813 5.288 3.437
C: -2.382 5.069 3.463
C: -3.112 6.476 3.203
C: -2.868 3.989 2.440
C: -3.614 2.789 2.848
O: -3.860 2.713 4.230
C: -4.062 1.745 1.879
C: -4.903 0.467 2.283
F: -5.583 0.601 3.472
F: -5.885 0.181 1.335
C: -3.953 -0.800 2.488
F: -2.880 -0.713 1.659
F: -3.446 -0.712 3.780
C: -4.713 -2.175 2.425
F: -5.164 -2.514 1.193
F: -3.861 -3.191 2.805
F: -5.723 -2.204 3.348
C: -3.696 1.913 0.443
C: -2.967 3.125 0.107
C: -2.545 4.164 1.036
C: -1.743 5.364 0.441
C: -0.253 4.955 0.013
S: -2.510 3.334 -1.655
C: -2.096 1.610 -2.097
C: -0.999 1.320 -2.991
O: -0.311 2.427 -3.514
C: -0.678 -0.057 -3.320
B: 0.522 -0.293 -4.360
O: 0.166 -0.893 -5.617
N: 1.888 0.124 -4.054
C: 2.403 -0.689 -2.923
C: 2.748 0.027 -5.254
C: -1.495 -1.112 -2.705
B: -1.113 -2.632 -3.142
C: -1.650 -3.219 -4.535
O: -0.273 -3.356 -2.254
C: -2.608 -0.812 -1.783
C: -3.419 -2.012 -1.225
C: -2.650 -2.889 -0.189
O: -1.556 -2.617 0.243
C: -2.941 0.586 -1.452
N: -4.052 0.922 -0.567
C: -5.238 1.482 -1.299
C: -5.261 1.213 -2.834
F: -5.362 -0.172 -3.153
H: 1.254 3.049 5.117
H: 1.190 3.530 3.388
H: 2.169 4.503 4.557
H: 0.244 5.712 5.379
H: -0.769 4.213 5.383
H: -0.518 6.363 3.274
H: -0.351 4.735 2.573
H: -2.646 4.800 4.522
H: -2.401 7.306 2.989
H: -3.817 6.744 4.028
H: -3.733 6.349 2.270
H: -4.308 3.544 4.473
H: -1.635 6.217 1.148
H: -2.284 5.708 -0.479
H: -0.008 3.900 0.318
H: 0.469 5.625 0.549
H: -0.131 5.041 -1.100
H: 0.611 2.358 -3.200
H: -0.004 -0.134 -6.211
H: 3.470 -0.433 -2.761
H: 1.847 -0.404 -1.987
H: 2.281 -1.799 -3.101
H: 2.480 0.817 -6.005
H: 3.811 0.252 -4.950
H: 2.713 -0.990 -5.721
H: -0.762 -3.658 -5.073
H: -2.004 -2.370 -5.170
H: -2.437 -3.989 -4.336
H: 0.545 -2.843 -2.132
H: -4.402 -1.638 -0.845
H: -3.666 -2.694 -2.093
H: -3.115 -3.828 0.245
H: -5.290 2.587 -1.137
H: -6.188 1.039 -0.886
H: -4.448 1.723 -3.409
H: -6.223 1.663 -3.217
C: -0.059 -7.387 0.170
C: 1.280 -7.731 -0.456
C: 2.029 -6.545 -0.991
O: 2.885 -7.150 -1.963
C: 2.218 -8.249 -2.422
O: 2.542 -8.879 -3.377
O: 1.133 -8.520 -1.644
H: 0.035 -7.331 1.255
H: -0.422 -6.413 -0.167
H: -0.819 -8.127 -0.079
H: 1.884 -8.314 0.247
H: 2.602 -6.024 -0.226
H: 1.384 -5.830 -1.511
C: -7.902 0.732 6.305
C: -6.504 1.093 6.771
C: -6.272 0.822 8.229
O: -5.193 1.720 8.505
C: -5.341 2.766 7.640
O: -4.733 3.788 7.711
O: -6.267 2.485 6.689
H: -7.898 -0.247 5.823
H: -8.603 0.671 7.141
H: -8.292 1.467 5.601
H: -5.755 0.607 6.138
H: -5.996 -0.210 8.438
H: -7.123 1.101 8.857
C: 8.055 0.269 -2.053
C: 7.010 1.298 -2.438
C: 6.736 2.325 -1.375
O: 5.420 2.762 -1.721
C: 4.810 1.697 -2.313
O: 3.644 1.633 -2.551
O: 5.709 0.714 -2.593
H: 9.023 0.537 -2.482
H: 8.192 0.218 -0.970
H: 7.784 -0.729 -2.398
H: 7.273 1.761 -3.394
H: 7.446 3.150 -1.388
H: 6.694 1.899 -0.369
C: 8.939 -4.307 -4.010
C: 10.324 -3.928 -3.521
C: 10.548 -4.187 -2.058
O: 11.607 -3.280 -1.758
C: 11.460 -2.227 -2.611
O: 12.045 -1.196 -2.512
O: 10.549 -2.512 -3.587
H: 8.964 -5.286 -4.492
H: 8.225 -4.378 -3.186
H: 8.552 -3.577 -4.721
H: 11.087 -4.407 -4.143
H: 10.835 -5.217 -1.847
H: 9.688 -3.918 -1.438